1.
Below is a cluster of 2 separate species, C10H16O in total, with properties calculated with the ωB97M-V functional and the def2-TZVPD basis.

XYZ file:
```
27
Properties=species:S:1:pos:R:3
C -0.376 -3.021 -0.125
C -0.350 -1.670 -0.813
C 0.649 -0.746 -0.573
C 0.593 0.533 -1.138
C -0.505 0.876 -1.906
O -0.696 2.164 -2.347
C -1.476 -0.055 -2.238
C -1.356 -1.336 -1.712
H -1.184 -2.992 0.603
H 0.528 -3.117 0.490
H -0.415 -3.888 -0.772
H 1.533 -0.933 0.015
H 1.425 1.207 -0.963
H 0.013 2.732 -2.019
H -2.314 0.229 -2.859
H -2.135 -2.025 -2.022
C 1.331 2.182 2.689
C 1.472 0.647 2.918
C 0.153 -0.005 3.336
H 2.283 2.589 2.360
H 0.581 2.346 1.937
H 1.014 2.615 3.639
H 2.193 0.573 3.738
H 1.917 0.225 2.024
H -0.717 0.624 3.134
H 0.211 -0.336 4.355
H -0.028 -0.876 2.692
```

## Properties
Energy relative to the best compared isomer or geometry (same formula, charge and spin): 22.8 kcal/mol
Charge: 0
E_LUMO: 0.9 eV
Molar mass: 152.24 g mol⁻¹
Calculated total energy: -465.86150 a.u.
SMILES string: Cc1ccc(O)cc1.CCC
Strongest force on any atom: 0.0313 hartree/bohr

2.
Below is a cluster of 2 separate species, C10H16O in total, with properties calculated with the ωB97M-V functional and the def2-TZVPD basis.

XYZ file:
```
27
Properties=species:S:1:pos:R:3
C 3.142 -0.258 1.068
C 2.575 -1.010 -0.131
C 1.668 -0.185 -0.999
C 0.309 -0.101 -0.727
C -0.457 0.827 -1.421
C 0.097 1.627 -2.402
O -0.606 2.607 -3.056
C 1.451 1.496 -2.711
C 2.231 0.585 -2.014
H 4.023 -0.738 1.469
H 2.450 -0.202 1.923
H 3.312 0.804 0.860
H 3.403 -1.508 -0.653
H 2.068 -1.915 0.224
H -0.149 -0.793 -0.029
H -1.533 0.807 -1.374
H -1.214 3.071 -2.457
H 1.858 2.243 -3.377
H 3.233 0.406 -2.369
C -3.948 -1.505 2.004
C -3.018 -0.449 2.600
H -4.843 -1.644 2.598
H -4.439 -1.088 1.117
H -3.444 -2.418 1.710
H -2.469 -0.872 3.443
H -2.211 -0.277 1.883
H -3.493 0.490 2.823
```

## Properties
Energy relative to the best compared isomer or geometry (same formula, charge and spin): 28.3 kcal/mol
Charge: 0
E_LUMO: 0.8 eV
Molar mass: 152.24 g mol⁻¹
Calculated total energy: -465.85263 a.u.
SMILES string: CCc1ccc(O)cc1.CC
Strongest force on any atom: 0.0332 hartree/bohr

3.
Below is a cluster of 2 separate species, C10H16O in total, with properties calculated with the ωB97M-V functional and the def2-TZVPD basis.

XYZ file:
```
27
Properties=species:S:1:pos:R:3
C -1.398 -2.856 -1.318
C -2.182 -2.207 -0.120
C -1.688 -0.784 -0.008
C -1.246 -0.154 1.167
C -0.847 1.176 1.117
C -0.849 1.978 -0.044
C -1.349 1.466 -1.171
C -1.850 0.116 -1.111
H -1.503 -3.907 -1.376
H -0.319 -2.905 -1.107
H -1.627 -2.524 -2.327
H -3.356 -2.132 -0.098
H -1.968 -2.725 0.744
H -1.266 -0.626 2.160
H -0.437 1.691 2.058
H -0.451 2.983 -0.096
H -1.087 2.003 -2.149
H -2.142 -0.287 -2.097
C 2.216 0.524 0.033
C 2.937 1.528 0.912
O 4.215 1.107 1.414
H 2.706 0.157 -0.831
H 1.225 0.822 -0.301
H 2.132 -0.431 0.446
H 3.305 2.363 0.271
H 2.323 1.850 1.779
H 4.506 1.776 2.052
```

## Properties
Energy relative to the best compared isomer or geometry (same formula, charge and spin): 63.3 kcal/mol
Charge: 0
E_LUMO: 0.9 eV
Molar mass: 152.24 g mol⁻¹
Calculated total energy: -465.79693 a.u.
SMILES string: CCc1ccccc1.CCO
Strongest force on any atom: 0.0623 hartree/bohr

4.
Below is a cluster of 2 separate species, C10H16O in total, with properties calculated with the ωB97M-V functional and the def2-TZVPD basis.

XYZ file:
```
27
Properties=species:S:1:pos:R:3
C 0.735 1.516 -2.630
C -0.205 0.814 -1.633
C 0.343 0.760 -0.221
C 0.294 -0.482 0.436
C 1.084 -0.753 1.537
C 1.672 0.323 2.195
O 2.401 0.186 3.357
C 1.699 1.582 1.614
C 1.098 1.759 0.372
H 1.324 0.882 -3.278
H 1.600 1.947 -2.100
H 0.291 2.372 -3.137
H -1.197 1.281 -1.635
H -0.369 -0.170 -2.072
H -0.342 -1.253 0.030
H 1.229 -1.739 1.957
H 2.016 -0.507 3.926
H 2.244 2.356 2.123
H 1.140 2.724 -0.098
C -4.137 -3.011 -1.922
C -3.236 -1.822 -1.599
H -4.348 -3.068 -2.999
H -3.637 -3.947 -1.693
H -5.127 -2.934 -1.466
H -2.389 -2.104 -0.990
H -3.772 -0.969 -1.178
H -2.819 -1.312 -2.475
```

## Properties
Energy relative to the best compared isomer or geometry (same formula, charge and spin): 33.8 kcal/mol
Charge: 0
E_LUMO: 0.9 eV
Molar mass: 152.24 g mol⁻¹
Calculated total energy: -465.84395 a.u.
SMILES string: CCc1ccc(O)cc1.CC
Strongest force on any atom: 0.0378 hartree/bohr

5.
Below is a cluster of 2 separate species, C10H16O in total, with properties calculated with the ωB97M-V functional and the def2-TZVPD basis.

XYZ file:
```
27
Properties=species:S:1:pos:R:3
C -2.123 1.951 -1.552
C -0.898 1.143 -1.806
C -0.812 0.143 -2.785
C 0.251 -0.731 -2.879
C 1.262 -0.608 -1.929
O 2.273 -1.531 -2.113
C 1.342 0.453 -1.050
C 0.193 1.257 -0.978
H -3.105 1.563 -1.828
H -2.067 2.823 -2.229
H -2.246 2.336 -0.542
H -1.524 0.195 -3.611
H 0.262 -1.446 -3.673
H 2.950 -1.520 -1.435
H 2.179 0.614 -0.404
H 0.151 1.947 -0.136
C 1.483 -0.724 2.422
C 0.138 -0.563 3.205
C -1.109 -1.016 2.400
H 2.071 0.183 2.460
H 1.300 -1.011 1.395
H 2.013 -1.480 2.963
H 0.133 -1.139 4.126
H 0.078 0.504 3.400
H -1.426 -2.010 2.700
H -1.890 -0.267 2.530
H -0.879 -1.064 1.349
```

## Properties
Energy relative to the best compared isomer or geometry (same formula, charge and spin): 32.4 kcal/mol
Charge: 0
E_LUMO: 0.9 eV
Molar mass: 152.24 g mol⁻¹
Calculated total energy: -465.84624 a.u.
SMILES string: Cc1ccc(O)cc1.CCC
Strongest force on any atom: 0.0399 hartree/bohr

6.
Below is a cluster of 2 separate species, C10H16O in total, with properties calculated with the ωB97M-V functional and the def2-TZVPD basis.

XYZ file:
```
27
Properties=species:S:1:pos:R:3
C 2.566 2.815 0.324
C 1.427 2.245 -0.447
C 1.717 1.377 -1.502
C 0.770 0.449 -1.937
C -0.509 0.448 -1.418
O -1.471 -0.469 -1.715
C -0.893 1.520 -0.611
C 0.098 2.286 -0.032
H 3.258 3.335 -0.353
H 3.075 2.230 1.061
H 2.290 3.728 0.876
H 2.601 1.478 -2.108
H 1.158 -0.319 -2.599
H -1.127 -1.195 -2.241
H -1.935 1.592 -0.330
H -0.220 3.008 0.712
C -2.108 -1.342 1.063
C -0.670 -1.884 1.128
C -0.560 -3.410 1.112
H -2.277 -0.496 1.731
H -2.324 -0.952 0.069
H -2.839 -2.108 1.309
H -0.357 -1.579 2.132
H -0.006 -1.382 0.432
H 0.388 -3.747 1.525
H -0.650 -3.858 0.122
H -1.400 -3.770 1.698
```

## Properties
Energy relative to the best compared isomer or geometry (same formula, charge and spin): 35.7 kcal/mol
Charge: 0
E_LUMO: 0.8 eV
Molar mass: 152.24 g mol⁻¹
Calculated total energy: -465.84084 a.u.
SMILES string: Cc1ccc(O)cc1.CCC
Strongest force on any atom: 0.0649 hartree/bohr

7.
Below is a cluster of 2 separate species, C10H16O in total, with properties calculated with the ωB97M-V functional and the def2-TZVPD basis.

XYZ file:
```
27
Properties=species:S:1:pos:R:3
C 0.763 2.903 1.604
C 0.837 1.509 1.068
C -0.093 0.551 1.620
C 0.132 -0.708 1.348
C 1.054 -1.180 0.349
O 0.972 -2.549 0.253
C 1.933 -0.265 -0.198
C 1.756 1.117 0.068
H 0.926 3.590 0.683
H 1.800 3.124 2.216
H -0.184 3.034 1.985
H -0.701 0.888 2.416
H -0.219 -1.246 2.242
H 1.379 -2.986 -0.600
H 2.553 -0.664 -0.872
H 2.316 1.748 -0.678
C -2.753 0.657 -1.409
C -1.499 -0.212 -1.686
C -1.934 -1.638 -2.048
H -3.079 0.903 -2.413
H -3.488 0.276 -0.639
H -2.347 1.599 -0.847
H -1.048 -0.368 -0.705
H -0.866 0.065 -2.371
H -1.880 -2.340 -1.184
H -1.267 -1.998 -2.942
H -2.858 -1.637 -2.605
```

## Properties
Energy relative to the best compared isomer or geometry (same formula, charge and spin): 94.1 kcal/mol
Charge: 0
E_LUMO: 0.7 eV
Molar mass: 152.24 g mol⁻¹
Calculated total energy: -465.74784 a.u.
SMILES string: Cc1ccc(O)cc1.CCC
Strongest force on any atom: 0.1543 hartree/bohr

8.
Below is a cluster of 2 separate species, C10H16O in total, with properties calculated with the ωB97M-V functional and the def2-TZVPD basis.

XYZ file:
```
27
Properties=species:S:1:pos:R:3
C 2.109 1.773 -2.464
C 1.765 0.657 -1.481
C 2.355 0.680 -0.219
C 2.263 -0.373 0.686
C 1.466 -1.445 0.352
O 1.264 -2.511 1.206
C 1.027 -1.607 -0.968
C 1.181 -0.556 -1.849
H 3.097 1.537 -2.854
H 2.140 2.697 -1.886
H 1.314 1.898 -3.194
H 2.974 1.510 0.082
H 2.760 -0.247 1.630
H 0.562 -3.055 0.825
H 0.599 -2.529 -1.349
H 0.879 -0.673 -2.889
C -3.436 0.593 0.453
C -2.031 0.334 0.937
C -1.936 -0.298 2.359
H -3.878 1.472 0.930
H -4.160 -0.124 0.784
H -3.417 0.711 -0.631
H -1.469 -0.294 0.260
H -1.471 1.252 1.068
H -2.982 -0.241 2.695
H -1.669 -1.360 2.422
H -1.308 0.198 3.097
```

## Properties
Energy relative to the best compared isomer or geometry (same formula, charge and spin): 30.9 kcal/mol
Charge: 0
E_LUMO: 0.9 eV
Molar mass: 152.24 g mol⁻¹
Calculated total energy: -465.84849 a.u.
SMILES string: Cc1ccc(O)cc1.CCC
Strongest force on any atom: 0.0388 hartree/bohr